Entry 1:
{
  "formula": "C12H30BN5O8P",
  "method": "ωB97M-V/def2-TZVPD",
  "max_force_ev_per_a": 6.05,
  "orbital_gap_ev": 9.547,
  "lumo_energy_ev": -2.77,
  "total_charge": 1,
  "relative_energy_kcal_mol": 18.6,
  "elements": ["C", "O", "B", "O", "N", "C", "O", "N", "C", "N", "C", "N", "N", "C", "C", "O", "H", "H", "H", "H", "H", "H", "H", "H", "H", "H", "H", "H", "H", "H", "H", "O", "P", "O", "C", "C", "O", "C", "C", "O", "C", "C", "H", "H", "H", "H", "H", "H", "H", "H", "H", "H", "H", "H", "H", "H", "H"],
  "coordinates": [[2.60518, -2.86495, 4.42644], [2.79387, -3.33274, 3.07531], [2.28746, -2.50604, 2.14509], [3.02429, -2.02855, 1.11417], [0.79482, -2.09422, 2.20980], [-0.11038, -2.92302, 1.69536], [0.24428, -4.07149, 1.16116], [-1.32998, -2.43054, 1.84469], [-1.18397, -1.26096, 2.47210], [-2.17035, -0.44818, 2.83409], [-3.61747, -0.65787, 2.57966], [-4.10702, -1.99981, 2.79760], [0.13877, -1.00383, 2.69828], [0.79548, 0.13914, 3.30296], [1.67395, 0.90346, 2.29013], [2.99178, 1.13862, 2.75884], [3.11344, -1.90877, 4.55928], [3.04583, -3.59170, 5.10303], [1.54992, -2.77425, 4.70177], [2.68591, -2.26364, 0.24140], [-0.07535, -4.15403, 0.25039], [-1.91708, 0.41112, 3.29077], [-3.83903, -0.28310, 1.57942], [-4.14104, 0.00374, 3.27236], [-4.18049, -2.44805, 1.89119], [-3.42975, -2.57118, 3.28731], [0.02214, 0.83005, 3.63201], [1.35243, -0.16157, 4.19263], [1.24552, 1.87917, 2.04762], [1.74572, 0.35306, 1.34845], [3.07969, 0.84680, 3.67012], [-1.11807, 0.43564, -4.81793], [-0.13090, 1.11159, -3.95356], [-0.86336, 1.27025, -2.49357], [-1.48210, 0.13333, -1.90795], [-0.47501, -0.78197, -1.22288], [-0.18077, 2.64244, -4.49476], [-0.69987, 2.96317, -5.79370], [-2.12949, 3.45329, -5.69765], [1.38801, 1.22690, -3.47596], [1.83537, 2.30177, -2.62837], [1.93855, 1.85578, -1.18695], [-2.04652, -0.42257, -2.65929], [-2.20026, 0.50793, -1.17644], [0.33970, -1.04971, -1.89949], [-0.96830, -1.69576, -0.88193], [-0.02842, -0.28714, -0.35519], [-0.62132, 2.10898, -6.46353], [-0.06450, 3.75012, -6.20090], [-2.74030, 2.78219, -5.09410], [-2.57648, 3.53872, -6.68827], [-2.16326, 4.43257, -5.21773], [1.20411, 3.18161, -2.71481], [2.82233, 2.57498, -2.99929], [0.95524, 1.85523, -0.71505], [2.57158, 2.53853, -0.61795], [2.34543, 0.84541, -1.11614]],
  "forces_ev_per_angstrom": [[-0.046, -0.480, 0.424], [-0.258, 1.087, 0.367], [0.658, 0.107, -0.316], [-0.248, -0.799, -0.067], [1.550, -1.131, -0.272], [-1.009, 1.585, 0.800], [0.471, -0.032, -0.207], [-0.526, -0.608, -0.473], [0.332, 0.188, -0.175], [0.046, 0.063, 0.188], [-0.269, 0.156, 0.371], [0.346, -0.031, -0.857], [-1.050, -0.186, 0.219], [0.054, 0.503, -0.544], [0.583, 0.214, -0.009], [-0.124, -0.264, 0.015], [0.036, -0.054, 0.036], [0.093, -0.013, -0.116], [-0.028, 0.014, -0.214], [0.059, 0.531, -0.137], [-0.285, -0.165, 0.117], [-0.077, -0.005, 0.047], [-0.125, -0.330, -0.079], [0.341, 0.171, 0.053], [-0.150, -0.144, 0.088], [-0.136, 0.124, 0.346], [-0.131, -0.271, 0.184], [0.030, -0.123, -0.061], [-0.229, -0.097, 0.091], [-0.042, -0.113, 0.093], [0.102, 0.130, 0.025], [2.076, -2.351, -0.019], [-2.555, 5.414, 0.885], [0.530, -0.365, -0.186], [-0.194, -0.225, 0.056], [0.096, 0.045, 0.114], [0.341, -0.312, 0.144], [-0.356, 0.140, -0.183], [-0.052, 0.135, 0.195], [-0.163, -2.359, -0.912], [0.485, 0.312, 0.425], [-0.303, -0.105, 0.239], [0.060, 0.061, -0.085], [0.031, 0.092, -0.032], [-0.055, -0.049, -0.044], [-0.059, 0.022, -0.059], [0.011, 0.011, -0.017], [-0.035, -0.109, 0.124], [0.094, -0.010, 0.138], [0.047, -0.156, -0.119], [0.024, 0.009, -0.007], [0.006, 0.016, -0.039], [-0.187, -0.139, -0.198], [-0.037, -0.142, -0.162], [-0.026, -0.025, -0.050], [0.087, -0.012, -0.102], [0.166, 0.069, -0.042]],
  "nbo_charge": [-0.2632, -0.6809, 1.2790, -0.8753, -0.4354, 0.7096, -0.6396, -0.5435, 0.5990, -0.5815, -0.0443, -0.7995, -0.1797, -0.2585, -0.0743, -0.6917, 0.1780, 0.2294, 0.1768, 0.5171, 0.5286, 0.4110, 0.1963, 0.2019, 0.3710, 0.3686, 0.2338, 0.2213, 0.1924, 0.1880, 0.4666, -1.0117, 2.5225, -0.8158, -0.0657, -0.6424, -0.8469, -0.0570, -0.6313, -0.8211, -0.0560, -0.6379, 0.2066, 0.1789, 0.2160, 0.2019, 0.1878, 0.1925, 0.1835, 0.2163, 0.2194, 0.2074, 0.2150, 0.1998, 0.2041, 0.2274, 0.2055]
}

Entry 2:
{
  "formula": "C12H30BaN2O4",
  "method": "ωB97M-V/def2-TZVPD",
  "max_force_ev_per_a": 1.27,
  "orbital_gap_ev": 10.600,
  "lumo_energy_ev": -5.65,
  "total_charge": 2,
  "relative_energy_kcal_mol": 1.6,
  "elements": ["Ba", "C", "O", "C", "C", "N", "C", "C", "O", "C", "H", "H", "H", "H", "H", "H", "H", "H", "H", "H", "H", "H", "H", "H", "H", "C", "O", "C", "C", "N", "C", "C", "O", "C", "H", "H", "H", "H", "H", "H", "H", "H", "H", "H", "H", "H", "H", "H", "H"],
  "coordinates": [[-0.35463, 0.47611, -0.39821], [-0.39274, 1.32365, -3.94301], [0.42322, 1.47206, -2.76424], [1.80249, 1.24166, -3.05906], [2.66358, 1.49381, -1.83621], [2.59343, 0.43087, -0.80790], [3.34300, 0.84274, 0.39929], [2.54743, 1.76919, 1.29146], [1.38523, 1.08753, 1.78308], [1.37182, 0.95668, 3.20951], [-1.35944, 1.78171, -3.73338], [-0.48220, 0.28288, -4.25268], [0.00306, 1.92704, -4.76259], [2.19097, 1.93159, -3.81212], [1.94878, 0.21278, -3.41220], [2.37382, 2.44560, -1.38420], [3.69138, 1.61599, -2.19557], [3.11167, -0.35197, -1.19763], [4.30111, 1.31190, 0.14027], [3.59449, -0.05371, 0.96822], [2.21829, 2.66948, 0.76388], [3.17629, 2.09339, 2.12078], [2.27614, 0.45574, 3.55497], [0.50168, 0.35859, 3.47284], [1.27011, 1.93153, 3.68774], [1.64386, -2.19285, 1.25829], [0.27878, -1.84111, 1.02023], [-0.57630, -2.37420, 2.03957], [-1.95650, -1.86200, 1.80633], [-2.00147, -0.38015, 1.78646], [-3.33143, 0.07425, 1.34062], [-3.81892, -0.39423, -0.01951], [-2.84895, -0.20644, -1.05895], [-3.33309, -0.72153, -2.30190], [1.71079, -3.24602, 1.53709], [2.05709, -1.57719, 2.05736], [2.19097, -2.04917, 0.33117], [-0.20216, -2.08254, 3.02833], [-0.56902, -3.46468, 1.97503], [-2.63930, -2.28883, 2.54865], [-2.29955, -2.19762, 0.82630], [-1.88051, -0.09264, 2.75353], [-3.30996, 1.17468, 1.30719], [-4.12307, -0.13416, 2.06810], [-4.74443, 0.14839, -0.22499], [-4.06779, -1.46158, -0.02514], [-2.58382, -0.52171, -3.06281], [-4.26018, -0.22380, -2.60129], [-3.53402, -1.79169, -2.22269]],
  "forces_ev_per_angstrom": [[0.507, -0.229, 0.810], [-0.153, 0.797, -0.070], [0.038, -0.205, -0.471], [0.739, -0.039, 0.408], [0.030, -0.051, -0.025], [0.030, 0.369, -0.190], [0.194, -0.141, 0.096], [0.026, -0.053, -0.049], [-0.181, 0.088, -0.146], [-0.242, 0.023, -0.090], [-0.098, -0.323, 0.198], [0.032, -0.049, 0.036], [0.263, -0.201, 0.015], [-0.487, -0.018, -0.259], [-0.080, 0.074, -0.117], [-0.009, 0.015, -0.065], [0.003, 0.056, 0.085], [-0.239, -0.164, 0.031], [-0.116, 0.081, -0.051], [-0.067, 0.004, -0.002], [0.040, 0.013, 0.021], [-0.016, 0.041, 0.015], [0.029, 0.007, 0.052], [0.041, -0.069, -0.033], [0.117, 0.023, -0.004], [-0.135, -0.282, -0.027], [0.013, 0.053, -0.008], [0.378, 0.010, -0.048], [-0.381, 0.210, -0.312], [-0.383, -0.826, -0.215], [-0.178, 1.252, 0.091], [-0.063, -0.778, 0.296], [-0.071, 0.307, 0.296], [-0.312, 0.047, -0.244], [0.051, 0.012, -0.007], [0.055, -0.003, 0.006], [0.043, 0.080, 0.015], [0.049, 0.012, -0.036], [0.017, -0.020, 0.093], [0.001, 0.034, -0.006], [0.078, -0.169, 0.023], [0.016, 0.342, -0.104], [0.128, -0.121, 0.026], [-0.006, -0.317, -0.081], [0.091, 0.088, -0.212], [-0.098, 0.081, 0.152], [0.083, -0.102, -0.005], [0.088, 0.052, 0.123], [0.137, -0.012, -0.010]],
  "nbo_charge": [1.8781, -0.2764, -0.6321, -0.0888, -0.2679, -0.7019, -0.2590, -0.0916, -0.6282, -0.2505, 0.2068, 0.1893, 0.2185, 0.2180, 0.1876, 0.2058, 0.2217, 0.3846, 0.2131, 0.2195, 0.1845, 0.2225, 0.1943, 0.1866, 0.2036, -0.2511, -0.6221, -0.0756, -0.2629, -0.7012, -0.2689, -0.0901, -0.6421, -0.2598, 0.2053, 0.1827, 0.1911, 0.1857, 0.2135, 0.2218, 0.1994, 0.3884, 0.2070, 0.2294, 0.2194, 0.1910, 0.1919, 0.2086, 0.2004]
}